(1)
Here is 4 unconnected molecules or ions with the total composition C5H18N2O3 from the Open Molecules 2025 dataset. Energies are from ωB97M-V/def2-TZVPD.

Structure (ORCA input):
```
! RIJCOSX wB97M-V def2-TZVPD def2/J DEFGRID3
* xyz 0 1
C -1.06661 1.68310 1.66052
C -0.97317 0.63575 0.47258
C 0.04898 0.99747 -0.59310
N 3.49296 -0.17103 0.60177
C 2.34394 0.04680 -0.19075
C 1.47096 1.03151 -0.02463
N -1.48175 2.98707 1.20631
H -0.12121 1.59176 2.18289
H -1.93776 1.26540 2.15436
H -1.94873 0.61509 -0.02102
H -0.72442 -0.30871 0.95048
H 0.08946 0.17915 -1.32232
H -0.07100 1.89490 -1.19770
H 4.26836 -0.38639 -0.01583
H 3.69603 0.55046 1.24604
H 2.13748 -0.74437 -0.90426
H 1.54266 1.71476 0.82148
H -0.99933 3.45169 0.45840
H -2.47102 3.01037 1.02512
H -0.38601 -1.61508 2.29498
H -0.81277 -3.01445 2.67989
O -1.16443 -2.15967 2.41616
H 0.21442 -3.69472 -1.32471
H 0.23431 -3.81778 -2.90331
O -0.31435 -3.73592 -2.12263
H -1.57100 -0.60644 -2.39385
H -2.04742 -0.97636 -3.83003
O -1.44857 -0.42436 -3.32686
*
```

## Properties
* HOMO: -8.41 eV
* SMILES string: N/C=C/CCCN.O.O.O
* energy relative to the best compared isomer or geometry (same formula, charge and spin): 36.2 kcal/mol
* total energy: -14598.3453 eV
* LUMO energy: 0.5 eV
* Kohn-Sham gap: 8.877 eV

These are the natural (NBO) partial charges, in e, on atoms 1 to 4: number 1, C, carries -0.22; number 2, C, carries -0.40; number 3, C, carries -0.44; number 4, N, carries -0.82

---

(2)
Here is C4H8O2 in the gas phase from the Open Molecules 2025 dataset. Energies are from ωB97M-V/def2-TZVPD.

Structure (ORCA input):
```
! RIJCOSX wB97M-V def2-TZVPD def2/J DEFGRID3
* xyz 0 1
C 1.74087 0.29923 -0.27072
C 0.26487 -0.10749 -0.40344
O 0.08866 -1.49532 -0.11835
C -0.66620 0.60578 0.57747
C -2.01944 -0.06541 0.47358
O -2.81651 0.20557 -0.39255
H 2.33291 -0.61502 -0.17105
H 2.10514 0.84820 -1.14395
H 1.92983 0.90937 0.62045
H -0.10477 0.10810 -1.41711
H 0.39511 -2.00548 -0.87751
H -0.75856 1.66652 0.32029
H -0.26270 0.50996 1.59140
H -2.22921 -0.86402 1.21149
*
```

## Properties
* HOMO: -9.67 eV
* SMILES string: C[C@@H](O)CC=O
* energy relative to the best compared isomer or geometry (same formula, charge and spin): 28.2 kcal/mol
* total energy: -8372.0602 eV
* LUMO energy: 0.8 eV
* Kohn-Sham gap: 10.512 eV

These are the natural (NBO) partial charges, in e, on atoms 1 to 4: number 1, C, carries -0.64; number 2, C, carries 0.11; number 3, O, carries -0.73; number 4, C, carries -0.52

---

(3)
Here is a molecular structure, C4H8N2O3 from the Open Molecules 2025 dataset. Energies are from ωB97M-V/def2-TZVPD.

Structure (ORCA input):
```
! RIJCOSX wB97M-V def2-TZVPD def2/J DEFGRID3
* xyz 0 1
C 1.98304 1.92015 1.12425
C 1.39581 1.98538 -0.30689
C -0.15313 0.19898 -0.07118
C 0.38010 -1.77729 -1.38698
H 1.06428 1.78027 1.54327
H 2.47815 3.15205 1.39592
H 3.08166 1.28294 1.00916
H 2.03189 2.40919 -1.09345
H 0.59427 2.81696 -0.36417
H 0.34617 -1.28841 -2.13370
H 1.62239 -2.13951 -1.10522
H -0.27478 -2.96989 -1.44445
N -0.44658 -1.08679 -0.42041
N -1.63201 -1.89164 0.12081
O 0.92363 0.56180 -0.58027
O -0.97272 0.97465 0.58170
O -2.20451 -1.30619 1.01539
*
```

## Properties
* HOMO: -9.79 eV
* energy relative to the best compared isomer or geometry (same formula, charge and spin): 207.4 kcal/mol
* total energy: -13392.6938 eV
* LUMO energy: -0.3 eV
* Kohn-Sham gap: 9.490 eV

These are the natural (NBO) partial charges, in e, on atoms 1 to 4: number 1, C, carries -0.64; number 2, C, carries -0.10; number 3, C, carries 0.86; number 4, C, carries -0.32

---

(4)
Here is a molecular structure, C16H29IrN2O5PS2 from the Open Molecules 2025 dataset. Energies are from ωB97M-V/def2-TZVPD.

Structure (ORCA input):
```
! RIJCOSX wB97M-V def2-TZVPD def2/J DEFGRID3
* xyz -1 1
Ir -2.48458 -1.18977 1.16031
N -1.43443 -2.21581 -0.29409
C -1.92315 -3.61537 -0.23354
C -3.35421 -3.72248 0.31340
O -4.03731 -4.71156 0.15171
N -3.72027 -2.61399 1.03645
C -4.91549 -2.52263 1.85727
C -4.94319 -1.14683 2.56792
O -5.89310 -0.87056 3.26985
O -3.93156 -0.34833 2.34074
H -1.67596 -1.80781 -1.19375
H -0.39412 -2.15289 -0.29988
H -1.28065 -4.16512 0.45573
H -1.87175 -4.11513 -1.20004
H -4.94014 -3.31314 2.60996
H -5.82317 -2.61515 1.25901
C -0.92784 2.88115 -0.52213
C -1.93164 1.72332 -0.53846
C -1.86546 0.99443 -1.88788
C -3.35035 2.23240 -0.28176
C -1.53716 0.77836 0.52475
C -0.84964 0.26544 1.42699
H -1.16312 3.58604 -1.32239
H 0.08347 2.50648 -0.66865
H -0.96452 3.40880 0.43193
H -2.05740 1.69396 -2.70426
H -2.62976 0.21221 -1.93194
H -0.88642 0.53631 -2.03656
H -3.66153 2.89503 -1.09259
H -3.40332 2.77653 0.66154
H -4.05450 1.40182 -0.21368
C 2.23214 1.25664 -3.08718
C 3.38524 1.30040 -2.09222
C 3.28262 2.49723 -1.15033
O 3.53347 0.07611 -1.38513
P 2.28063 -0.50848 -0.41447
S 1.48204 -2.01196 -1.50848
S -0.56755 -1.01049 2.45447
O 3.24551 -1.35426 0.64206
C 3.97614 -0.71893 1.68231
C 3.25121 0.46430 2.31172
C 5.36832 -0.33463 1.19981
H 2.23541 2.15158 -3.71519
H 1.28008 1.20540 -2.56133
H 2.30778 0.37105 -3.71600
H 4.31834 1.39544 -2.65751
H 2.37194 2.43846 -0.55362
H 3.26667 3.42693 -1.72541
H 4.13546 2.52750 -0.47034
H 4.08103 -1.49483 2.44890
H 3.18441 1.30607 1.61870
H 3.79457 0.79124 3.20136
H 2.23769 0.18684 2.60290
H 5.30619 0.45037 0.44662
H 5.85591 -1.19689 0.74585
H 5.97701 0.01920 2.03658
*
```

## Properties
* HOMO: -4.17 eV
* energy relative to the best compared isomer or geometry (same formula, charge and spin): 14.9 kcal/mol
* total energy: -64082.4360 eV
* LUMO energy: 1.6 eV
* Kohn-Sham gap: 5.796 eV

These are the natural (NBO) partial charges, in e, on atoms 1 to 4: number 1, Ir, carries 0.90; number 2, N, carries -0.79; number 3, C, carries -0.32; number 4, C, carries 0.67

---

Question: Number 1 is which compound?
Answer: C5H18N2O3

---

Repeat the third record exactly.
Here is a molecular structure, C4H8N2O3 from the Open Molecules 2025 dataset. Energies are from ωB97M-V/def2-TZVPD.

Structure (ORCA input):
```
! RIJCOSX wB97M-V def2-TZVPD def2/J DEFGRID3
* xyz 0 1
C 1.98304 1.92015 1.12425
C 1.39581 1.98538 -0.30689
C -0.15313 0.19898 -0.07118
C 0.38010 -1.77729 -1.38698
H 1.06428 1.78027 1.54327
H 2.47815 3.15205 1.39592
H 3.08166 1.28294 1.00916
H 2.03189 2.40919 -1.09345
H 0.59427 2.81696 -0.36417
H 0.34617 -1.28841 -2.13370
H 1.62239 -2.13951 -1.10522
H -0.27478 -2.96989 -1.44445
N -0.44658 -1.08679 -0.42041
N -1.63201 -1.89164 0.12081
O 0.92363 0.56180 -0.58027
O -0.97272 0.97465 0.58170
O -2.20451 -1.30619 1.01539
*
```

## Properties
* HOMO: -9.79 eV
* energy relative to the best compared isomer or geometry (same formula, charge and spin): 207.4 kcal/mol
* total energy: -13392.6938 eV
* LUMO energy: -0.3 eV
* Kohn-Sham gap: 9.490 eV

These are the natural (NBO) partial charges, in e, on atoms 1 to 4: number 1, C, carries -0.64; number 2, C, carries -0.10; number 3, C, carries 0.86; number 4, C, carries -0.32

---

Question: What is the formula in the second record?
Answer: C4H8O2

---

Question: Which formula does entry 1 have?
Answer: C5H18N2O3